{"formula": "C29H56F4Ge2N2O3SeV", "method": "ωB97M-V with the def2-TZVPD basis set", "multiplicity": 2, "e_homo_ev": [-12.7, -12.5], "e_tot_ev": -255023.511, "de_lowest_kj_mol": 217.7, "molar_mass_g_mol": 831.9, "charge": 2, "fmax_ev_per_a": 5.62, "symbols": ["V", "C", "C", "N", "C", "C", "C", "C", "N", "C", "C", "F", "C", "F", "C", "C", "F", "C", "F", "H", "H", "H", "H", "H", "H", "H", "H", "H", "H", "H", "H", "H", "H", "H", "C", "C", "C", "C", "O", "Ge", "O", "C", "C", "C", "C", "O", "C", "C", "C", "C", "H", "H", "H", "H", "H", "H", "H", "H", "H", "H", "H", "H", "H", "H", "H", "H", "H", "H", "H", "H", "H", "H", "H", "H", "H", "H", "H", "C", "Ge", "C", "C", "C", "Se", "C", "H", "H", "H", "H", "H", "H", "H", "H", "H", "H", "H", "H", "H", "H"], "xyz": [[0.218412, 0.562202, 0.816123], [2.341004, 0.653849, -3.204282], [2.316946, -0.868536, -3.237976], [2.085405, -1.450595, -1.921905], [1.530962, -2.796975, -1.952022], [0.876576, -3.200913, -0.632628], [3.206705, -1.288634, -1.014140], [2.799138, -0.828218, 0.400536], [2.034666, 0.387921, 0.356125], [2.636920, 1.575421, 0.126501], [1.745495, 2.579921, -0.293094], [0.473551, 2.075361, -0.556500], [2.062433, 3.911602, -0.433509], [1.113575, 4.776171, -0.791703], [3.363128, 4.325401, -0.194913], [4.299099, 3.360691, 0.160042], [5.549049, 3.738765, 0.390857], [3.970959, 2.013537, 0.301477], [4.923349, 1.137334, 0.662892], [2.378753, 1.039932, -4.217916], [3.205825, 1.041776, -2.674408], [1.439943, 1.025169, -2.718065], [3.258173, -1.234833, -3.672567], [1.499690, -1.187361, -3.890623], [2.305054, -3.537173, -2.213973], [0.770294, -2.817816, -2.738978], [1.618292, -3.491125, 0.108262], [0.238356, -4.064375, -0.801068], [0.266255, -2.375565, -0.245143], [3.886524, -0.535347, -1.411196], [3.765116, -2.225863, -0.910299], [3.723819, -0.721949, 0.979503], [2.165916, -1.582087, 0.863036], [3.643167, 5.362125, -0.286881], [-2.654645, -3.353584, -0.240062], [-3.389205, -2.118822, 0.281430], [-4.394370, -1.603300, -0.750925], [-4.117911, -2.481504, 1.578081], [-2.425236, -1.078330, 0.495283], [-2.429542, 0.018866, 1.927683], [-1.732971, 1.430680, 0.823606], [-2.062400, 2.810552, 1.066636], [-3.442492, 2.890113, 1.733346], [-2.159764, 3.541759, -0.281656], [-1.022075, 3.446193, 1.993268], [0.197449, -0.262949, 2.169491], [0.591706, -0.724015, 3.414931], [-0.239764, -0.052631, 4.524155], [2.073554, -0.344460, 3.607274], [0.405740, -2.246171, 3.471504], [-3.371442, -4.114273, -0.532422], [-2.040630, -3.077748, -1.091611], [-2.012428, -3.758076, 0.537826], [-5.124574, -2.371781, -0.989194], [-4.920240, -0.734103, -0.356863], [-3.871734, -1.305779, -1.657721], [-4.782651, -3.324422, 1.405579], [-3.391850, -2.757834, 2.347139], [-4.714038, -1.634449, 1.929752], [-4.165969, 2.301563, 1.163734], [-3.406257, 2.520891, 2.760682], [-3.787064, 3.921846, 1.758270], [-2.822531, 2.985267, -0.943069], [-2.576858, 4.533876, -0.135056], [-1.197844, 3.668555, -0.766923], [-1.111274, 3.021312, 2.995413], [0.001369, 3.291797, 1.634857], [-1.197283, 4.516417, 2.059664], [-0.259510, 1.027837, 4.377562], [-1.258906, -0.443912, 4.551612], [0.214522, -0.253817, 5.489625], [2.230270, 0.691864, 3.292572], [2.352581, -0.435820, 4.653000], [2.721746, -0.997189, 3.027976], [-0.635998, -2.501061, 3.268553], [1.027457, -2.735275, 2.724910], [0.677143, -2.608273, 4.459865], [-0.674358, -0.182307, -6.459707], [-1.117438, -1.933176, -5.639149], [-2.729009, -2.742680, -6.450880], [0.424725, -3.189924, -5.661636], [-1.811082, -1.667248, -3.656516], [-1.036452, -0.535857, -2.306635], [-1.625391, 1.128721, -3.096153], [-0.352115, -0.384971, -7.478239], [0.132225, 0.341022, -5.955096], [-1.548030, 0.459937, -6.516580], [-2.523338, -2.953394, -7.497238], [-3.582104, -2.072055, -6.406304], [-2.992195, -3.679641, -5.967156], [0.375938, -3.736647, -6.601290], [0.380819, -3.916754, -4.856053], [1.381870, -2.677703, -5.631194], [-1.864171, -2.678461, -3.256772], [-2.827764, -1.308481, -3.814925], [-1.299999, 1.171134, -4.132634], [-1.206431, 1.962888, -2.542352], [-2.712413, 1.170442, -3.057210]], "forces_ev_per_a": [[0.12, 1.75, -5.34], [-0.04, -0.24, 0.02], [0.03, 0.13, -0.09], [-0.06, 0.24, 0.46], [-0.03, 0.09, 0.02], [0.19, -0.02, -0.25], [-0.27, -0.05, 0.04], [0.44, -1.00, -0.46], [-1.04, -0.90, 0.82], [0.65, 2.56, -0.54], [1.00, -0.10, 0.11], [-0.17, 0.79, -0.02], [-0.15, 0.11, -0.16], [0.16, -0.15, 0.02], [-0.12, -0.49, 0.03], [-0.05, 0.19, -0.13], [-0.26, -0.24, -0.05], [-0.34, -0.68, 0.22], [-0.28, 0.40, -0.09], [0.03, 0.12, -0.13], [0.18, 0.09, 0.05], [-0.11, 0.02, -0.03], [-0.05, -0.07, -0.09], [0.11, -0.01, 0.10], [-0.11, 0.00, -0.06], [0.16, 0.01, 0.04], [0.04, 0.00, 0.14], [-0.08, -0.07, 0.09], [-0.05, -0.13, 0.00], [0.12, -0.07, -0.06], [0.17, 0.01, 0.05], [-0.31, 0.10, 0.10], [0.15, -0.06, 0.02], [0.04, 0.11, -0.01], [-0.05, 0.49, 0.17], [-0.60, -0.88, -0.06], [0.33, 0.07, 0.16], [0.33, 0.29, -0.22], [0.37, 1.07, 1.16], [-1.51, -0.60, -0.48], [1.45, -1.61, 0.09], [-0.38, 1.47, 0.10], [0.25, -0.31, -0.01], [0.11, -0.39, 0.18], [-0.26, -0.41, -0.12], [-1.07, -1.06, 1.98], [1.31, -1.25, 3.36], [-0.15, -0.04, -0.53], [-0.23, 0.02, -0.36], [-0.17, 0.38, -0.47], [-0.05, -0.11, -0.07], [0.03, -0.07, -0.14], [0.12, -0.10, 0.08], [-0.07, -0.07, -0.02], [-0.08, 0.07, 0.02], [-0.01, -0.02, -0.08], [-0.07, -0.01, 0.07], [-0.08, -0.08, 0.08], [-0.10, -0.06, 0.09], [-0.07, 0.07, -0.02], [-0.08, 0.03, 0.03], [-0.01, -0.01, 0.03], [-0.03, 0.02, -0.04], [-0.06, 0.07, 0.08], [0.08, -0.04, -0.03], [0.07, 0.03, 0.05], [0.07, 0.10, -0.07], [0.10, 0.10, 0.05], [-0.05, 0.07, 0.06], [0.06, 0.11, -0.02], [0.09, -0.06, 0.01], [0.10, -0.03, 0.13], [-0.07, -0.01, 0.04], [0.03, 0.04, -0.02], [-0.03, -0.07, 0.09], [0.09, -0.09, -0.02], [0.01, 0.02, 0.03], [-0.14, -0.66, 0.09], [-0.07, 0.27, 0.94], [0.51, 0.19, 0.13], [-0.50, 0.39, -0.17], [-0.13, -0.41, -1.14], [0.96, 0.59, -0.45], [-0.27, 0.02, -0.02], [0.06, 0.03, -0.13], [0.10, 0.00, 0.15], [-0.12, 0.06, 0.05], [0.03, -0.03, -0.12], [-0.04, 0.12, 0.06], [0.02, -0.06, 0.09], [0.01, -0.06, -0.08], [-0.07, -0.05, 0.11], [0.05, 0.09, 0.05], [-0.09, -0.05, 0.09], [-0.18, -0.13, 0.12], [0.07, -0.03, 0.03], [0.03, 0.01, 0.01], [-0.02, 0.09, 0.00]], "lowdin_charge": [1.12, -0.07, -0.25, -0.20, -0.24, -0.08, -0.13, -0.17, -0.06, -0.16, -0.12, -0.03, -0.20, 0.13, 0.12, -0.18, 0.15, -0.10, 0.12, 0.09, 0.07, 0.04, 0.14, 0.07, 0.14, 0.08, 0.07, 0.08, 0.04, 0.12, 0.14, 0.13, 0.08, 0.16, -0.02, -0.69, -0.01, -0.06, -0.39, 1.21, -0.43, -0.65, -0.05, -0.01, 0.00, -0.28, -0.63, -0.02, 0.01, 0.02, 0.10, 0.04, 0.09, 0.10, 0.09, 0.06, 0.11, 0.08, 0.07, 0.10, 0.07, 0.11, 0.09, 0.10, 0.06, 0.09, 0.07, 0.11, 0.09, 0.06, 0.11, 0.10, 0.11, 0.08, 0.09, 0.09, 0.11, -0.21, 0.87, -0.21, -0.21, -0.56, 0.96, -0.34, 0.03, 0.00, 0.02, 0.03, 0.02, 0.03, 0.02, 0.01, 0.01, 0.00, 0.01, 0.02, 0.00, 0.04]}



{"formula": "C29H57AuCl3N2O3PSi", "method": "ωB97M-V with the def2-TZVPD basis set", "multiplicity": 3, "e_homo_ev": [-7.2, -8.8], "e_tot_ev": -98548.467, "de_lowest_kj_mol": 0.0, "molar_mass_g_mol": 844.2, "fmax_ev_per_a": 2.87, "symbols": ["C", "C", "H", "H", "H", "C", "C", "H", "H", "H", "H", "Au", "Cl", "Cl", "H", "H", "C", "C", "N", "H", "C", "O", "H", "H", "H", "H", "H", "H", "C", "C", "N", "H", "C", "O", "H", "H", "H", "H", "O", "C", "C", "C", "H", "C", "H", "C", "H", "C", "C", "H", "H", "H", "Si", "Cl", "C", "C", "C", "H", "H", "H", "H", "H", "H", "H", "H", "H", "C", "C", "C", "P", "C", "C", "C", "C", "C", "C", "H", "H", "H", "H", "H", "H", "H", "H", "H", "H", "H", "H", "H", "H", "H", "H", "H", "H", "H", "H", "H"], "xyz": [[4.972564, 0.909851, -1.079661], [4.313948, 1.867091, -0.146476], [5.426363, 1.436768, -1.928637], [4.225998, 0.211462, -1.469612], [5.758240, 0.317908, -0.577080], [4.828664, 3.059015, 0.186590], [6.028974, 3.699976, -0.433160], [4.348365, 3.651283, 0.970229], [6.279087, 3.278797, -1.416395], [6.915834, 3.621064, 0.210985], [5.842435, 4.771030, -0.583776], [-0.034846, -1.142657, 0.167217], [1.906054, -1.694987, 1.366235], [-1.679909, -1.081587, -1.546350], [-6.061600, -4.061162, -1.364063], [-3.126648, -5.736171, -1.414266], [-5.347256, -3.715819, -2.123677], [-3.147017, -4.887740, -2.123467], [-3.988707, -3.800611, -1.619772], [-5.570726, -2.672129, -2.374236], [-3.687190, -3.154457, -0.467920], [-4.476243, -2.491329, 0.213611], [-2.115819, -4.530318, -2.271877], [-2.619602, -3.248595, -0.192357], [-5.413001, -4.345706, -3.018133], [-3.569391, -5.233131, -3.076638], [1.751459, 1.730835, -2.788893], [2.405752, 3.829423, -1.353999], [0.908366, 2.291588, -3.209999], [1.709240, 4.319758, -2.043034], [0.612453, 3.423434, -2.359433], [0.026603, 1.649374, -3.265619], [-0.651703, 3.641853, -1.903898], [-1.649912, 2.974129, -2.190634], [1.301942, 5.220761, -1.573338], [-0.703185, 4.518965, -1.208605], [1.186623, 2.649759, -4.212238], [2.248263, 4.577286, -2.962489], [1.964697, 1.665371, -0.532198], [2.903495, 1.478011, 0.364361], [1.854720, 3.336747, 1.792017], [2.545323, 2.120350, 1.731573], [1.576437, 3.830558, 0.859447], [1.530047, 3.891156, 3.030262], [2.987885, 0.386841, 0.578675], [2.932896, 1.479684, 2.900751], [0.966857, 4.825341, 3.077049], [1.946986, 3.256511, 4.205345], [2.646710, 2.041107, 4.142691], [3.466993, 0.527126, 2.816955], [1.753391, 3.709333, 5.175912], [2.973710, 1.536527, 5.053889], [1.118872, -2.318686, -3.425636], [1.822014, -1.121233, -1.789700], [-0.005363, -1.242514, -4.451055], [0.367130, -3.888491, -2.767028], [2.675654, -2.701593, -4.388851], [-0.462696, -0.436239, -3.872628], [-0.811673, -1.854665, -4.868830], [0.584894, -0.818767, -5.278544], [2.921156, -1.850041, -5.038518], [2.497787, -3.583250, -5.021513], [3.531349, -2.902505, -3.728884], [-0.207771, -3.745361, -1.852363], [1.140703, -4.637559, -2.557279], [-0.293014, -4.321936, -3.533769], [-1.674001, -2.888200, 2.704228], [-2.431369, -1.563117, 2.545312], [-3.222614, -1.213019, 3.805989], [-1.276441, -0.255396, 1.938819], [-2.205369, 1.165984, 1.163208], [-3.685764, 1.220404, 1.528596], [-1.466211, 2.502675, 1.276522], [-0.418563, 0.477228, 3.414699], [-1.310994, 1.355038, 4.310560], [0.340765, -0.536232, 4.283291], [-1.223416, -2.970444, 3.703574], [-0.876010, -2.980891, 1.950892], [-2.385687, -3.719979, 2.576870], [-3.162613, -1.681663, 1.724592], [-2.608050, -1.299653, 4.709640], [-3.675547, -0.214673, 3.775972], [-4.040689, -1.942704, 3.898894], [-2.152649, 0.857903, 0.102225], [-3.851714, 1.454830, 2.586960], [-4.166169, 2.012634, 0.937015], [-4.191581, 0.276398, 1.284637], [-0.421360, 2.389438, 0.954539], [-1.945724, 3.222843, 0.600838], [-1.459834, 2.938931, 2.284280], [0.325388, 1.137856, 2.922637], [-1.777096, 0.758797, 5.105501], [-0.676304, 2.107201, 4.804443], [-2.099369, 1.895995, 3.775572], [1.010189, -1.157202, 3.672141], [0.956451, 0.031183, 4.996991], [-0.347307, -1.170361, 4.865101]], "forces_ev_per_a": [[-0.05, -0.27, -0.46], [-0.07, 0.95, 0.31], [-0.02, -0.24, 0.15], [0.20, 0.03, -0.07], [-0.29, 0.26, -0.14], [-0.35, -0.25, 0.05], [0.37, 0.07, -0.16], [-0.06, -0.16, -0.33], [-0.02, 0.03, 0.33], [-0.13, 0.00, -0.14], [0.03, -0.18, 0.09], [-0.05, 0.15, -0.15], [0.49, -0.30, 0.46], [-0.01, 0.03, 0.03], [0.02, 0.09, -0.24], [-0.02, 0.22, -0.36], [-0.13, 0.10, 0.12], [0.27, 0.17, 0.38], [-0.14, -0.19, 0.17], [-0.10, -0.26, 0.03], [-0.24, 0.32, 0.38], [0.59, -0.66, -0.92], [-0.49, -0.20, -0.01], [-0.27, -0.18, 0.05], [-0.16, 0.28, 0.23], [0.33, 0.13, 0.31], [-0.26, 0.09, -0.14], [0.07, 0.14, -0.11], [0.18, -0.06, -0.20], [-0.31, -0.26, 0.11], [-0.63, 0.24, 0.17], [0.16, 0.16, 0.00], [-0.53, -0.50, -0.30], [1.29, 0.79, 0.45], [0.20, -0.06, -0.12], [0.01, -0.35, -0.36], [-0.14, -0.15, 0.09], [-0.10, 0.11, 0.17], [-0.76, -0.20, -1.10], [1.36, 0.62, 2.45], [0.07, -0.33, 0.10], [0.15, -0.05, -0.50], [-0.04, -0.11, 0.27], [0.19, -0.09, 0.05], [-0.37, -0.15, -0.20], [0.15, -0.12, 0.14], [0.21, -0.24, 0.02], [0.17, -0.30, -0.10], [-0.07, 0.37, -0.13], [-0.21, 0.31, 0.16], [-0.08, -0.08, -0.20], [-0.12, 0.21, -0.23], [0.23, 0.42, 0.10], [0.15, -0.40, -0.92], [0.12, -0.01, -0.17], [0.09, -0.33, 0.00], [0.03, 0.02, -0.01], [0.09, -0.21, -0.09], [0.05, 0.12, -0.03], [-0.25, -0.06, 0.19], [0.03, -0.24, 0.15], [0.12, 0.19, 0.08], [-0.25, -0.01, -0.20], [-0.01, 0.14, -0.07], [-0.03, 0.19, -0.02], [0.13, 0.16, 0.15], [-0.11, -0.23, -0.04], [-0.10, 0.24, -0.47], [-0.28, -0.11, 0.16], [-0.68, 0.71, 1.04], [0.00, -0.55, -0.43], [-0.25, 0.18, 0.00], [0.17, 0.07, -0.11], [0.34, 0.14, -0.31], [-0.12, 0.12, 0.25], [0.15, 0.03, -0.12], [-0.03, 0.00, -0.32], [-0.25, -0.18, 0.32], [0.28, 0.19, 0.08], [0.33, 0.05, 0.13], [-0.08, 0.08, -0.18], [0.16, -0.35, 0.03], [0.17, 0.17, 0.03], [-0.13, 0.32, 0.33], [-0.01, -0.01, -0.23], [0.11, -0.17, 0.10], [0.10, 0.23, 0.11], [-0.26, 0.05, 0.02], [0.06, -0.20, 0.10], [-0.02, -0.18, -0.32], [-0.27, -0.30, 0.29], [0.07, 0.13, -0.25], [-0.14, -0.20, -0.15], [0.20, -0.24, 0.22], [-0.25, 0.11, 0.30], [-0.17, -0.20, -0.12], [0.22, 0.18, -0.26]], "lowdin_charge": [-0.04, -0.22, 0.08, 0.03, 0.10, -0.11, -0.09, 0.11, 0.07, 0.08, 0.07, 0.28, -0.04, 0.06, 0.09, 0.10, -0.05, -0.04, -0.19, 0.10, -0.41, -0.02, 0.05, 0.09, 0.08, 0.09, 0.06, 0.06, -0.05, -0.05, -0.19, 0.07, -0.34, -0.01, 0.09, 0.13, 0.10, 0.09, 0.02, -0.43, -0.06, -0.19, 0.11, -0.08, 0.08, -0.05, 0.11, -0.09, -0.09, 0.11, 0.10, 0.11, 0.19, 0.33, -0.23, -0.22, -0.22, -0.04, 0.04, 0.04, 0.03, 0.04, 0.03, -0.01, 0.04, 0.04, -0.13, -0.52, -0.10, 0.97, -0.52, -0.10, -0.11, -0.50, -0.10, -0.12, 0.07, 0.02, 0.09, 0.07, 0.07, 0.06, 0.09, 0.03, 0.06, 0.09, 0.08, 0.06, 0.08, 0.07, 0.07, 0.07, 0.08, 0.05, 0.00, 0.07, 0.07]}